Entry 1:
6
Properties=species:S:1:pos:R:3 method="wB97M-V/def2-TZVPD" max_force_ev_per_a=5.6 total_charge=-1 homo_energy_ev=-5.08 gap_ev=9.529 smiles="O=C([O-])[N+](=O)[O-]" e_lumo_ev=4.448 relative_energy_kj_mol=47.1
O -1.2225 0.1460 1.2031
C -0.8418 0.0898 0.0355
O -1.5276 0.0109 -1.0886
N 0.8155 0.0072 -0.0715
O 1.4643 0.0097 -1.1073
O 1.3122 -0.2637 1.0289

***

Entry 2:
7
Properties=species:S:1:pos:R:3 method="wB97M-V/def2-TZVPD" max_force_ev_per_a=3.6 total_charge=-1 homo_energy_ev=-4.48 gap_ev=7.737 e_lumo_ev=3.261 relative_energy_kj_mol=295.2
C 1.4628 -0.4667 -0.2416
N -1.3065 0.3628 0.2175
O 1.1465 -1.2172 -1.0779
O -2.2887 0.5824 -0.4468
O -0.2853 1.0149 -0.1547
O -1.2094 -0.5014 1.0413
S 2.4806 0.2252 0.6621

***

Entry 3:
10
Properties=species:S:1:pos:R:3 method="wB97M-V/def2-TZVPD" max_force_ev_per_a=5.1 homo_energy_ev="-7.22 / -9.44" gap_ev="6.357 / 7.465" e_lumo_ev="-0.858 / -1.977" spin_multiplicity=8 s2=15.761
Sm -0.5730 1.5842 1.0045
N 0.5790 -0.6748 1.1523
S 1.4334 -0.3401 -0.2961
O 0.9934 1.1471 -0.4868
S 1.1984 -0.1162 2.5484
O 0.4843 1.2665 2.7175
O 0.5903 -1.1710 -1.3055
C -1.3057 -0.6630 -1.8426
O -1.4130 0.5172 -2.0408
O -1.9871 -1.5498 -1.4509

***

Entry 4:
11
Properties=species:S:1:pos:R:3 method="wB97M-V/def2-TZVPD" max_force_ev_per_a=2.5 total_charge=+5 homo_energy_ev=-25.73 gap_ev=8.964 e_lumo_ev=-16.764
Na -1.5216 -2.3530 1.6884
Na 3.0842 1.7806 -0.8981
Na -3.8178 -0.9669 -0.9559
Na -0.0130 1.1197 3.1624
Na 2.0404 -2.4791 1.0845
Na -0.3192 -0.0604 -3.2315
Na 0.5528 3.1624 0.2542
C -0.0444 0.0011 -0.2944
O 0.0710 -0.2847 1.0046
O 0.7946 0.8286 -0.8458
O -0.8271 -0.7482 -0.9683

***

Entry 5:
7
Properties=species:S:1:pos:R:3 method="wB97M-V/def2-TZVPD" max_force_ev_per_a=3.9 homo_energy_ev=-10.57 gap_ev=9.240 smiles="O=S(=O)=S.O=C=O" e_lumo_ev=-1.329 relative_energy_kj_mol=27.3
O 0.0802 0.3313 1.5977
S 1.0250 -0.2874 0.7231
O 0.6020 -1.5839 0.3241
S 2.7370 0.6064 0.4865
O -2.5343 -0.1034 -0.9444
C -1.4730 0.2925 -1.0901
O -0.4368 0.7445 -1.0970

***

Entry 6:
7
Properties=species:S:1:pos:R:3 method="wB97M-V/def2-TZVPD" max_force_ev_per_a=2.4 homo_energy_ev="-8.91 / -8.91" gap_ev="7.668 / 7.667" e_lumo_ev="-1.243 / -1.243" relative_energy_kj_mol=357.6
C 1.0592 -0.9720 -0.0554
O 0.3478 0.2573 -2.2008
O -1.2666 -0.0153 -0.1905
O -0.8180 1.7507 1.5221
O 0.8831 -0.4045 0.9841
S -0.2118 -0.8265 -1.3556
S -1.0330 0.3672 1.3295